DFT (the ωB97M-V functional and the def2-TZVPD basis) results for 2 unconnected molecules or ions with the total composition C3H4F2S at a distorted geometry.

```
10
Properties=species:S:1:pos:R:3:forces:R:3:nbo_charge:R:1
C 1.230043 0.147262 -0.827023 -0.359 -0.682 1.826 -0.3462
C -0.683814 -0.002490 1.015374 -0.918 -1.039 0.958 -0.7318
C -0.201872 0.204798 -0.338036 -0.948 -2.004 -4.536 0.7081
F -0.880129 1.092564 -1.087665 0.300 -0.006 0.971 -0.3059
F -0.807265 -1.262061 -1.221547 1.375 2.601 1.824 -0.5247
S 2.306650 -0.600918 0.106220 0.023 0.251 -0.482 0.1654
H 1.463282 0.638391 -1.760060 -0.211 -0.024 -0.229 0.2339
H -1.680450 0.464133 1.126803 0.384 -0.604 -0.228 0.2572
H -0.060056 0.429753 1.776409 0.600 0.330 0.108 0.2522
H -0.686389 -1.111431 1.209526 -0.247 1.178 -0.212 0.2918
```
Forces are in eV/Å.

Summary:
Total charge: 0
ΔE to the lowest compared entry with this formula, charge and spin, kJ/mol: 141.41
Molar mass, g/mol: 110.1
Frontier orbital gap, eV: 8.1550
Total energy, eV: -19444.005
LUMO energy, eV: -1.567